No. 1
Computed, not measured: a molecular structure, C20H36FeO14S4 in a non-equilibrium geometry, with ωB97M-V with the def2-TZVPD basis set.

Last column: Löwdin charge in e.
Atoms and positions in Å:
Fe  0.28  -0.19  0.21  0.710
S  1.72  -2.26  -0.58  0.192
O  0.39  -1.86  -0.87  -0.386
O  2.54  -2.02  -1.77  -0.353
O  1.92  -1.24  0.44  -0.411
O  1.87  -3.58  -0.01  -0.332
O  1.68  1.37  -0.11  0.052
C  2.82  1.79  -0.20  -0.411
O  3.14  2.64  -1.17  0.048
C  4.46  3.27  -0.93  -0.113
C  5.20  2.14  -0.23  -0.143
C  4.10  1.50  0.58  -0.060
H  4.37  4.21  -0.39  0.121
H  4.98  3.57  -1.85  0.123
H  6.03  2.52  0.37  0.121
H  5.55  1.53  -1.06  0.128
H  3.96  1.86  1.60  0.133
H  4.16  0.43  0.77  0.127
O  -1.83  -1.11  0.58  0.063
C  -2.76  -1.83  0.25  -0.396
O  -3.99  -1.35  0.09  0.027
C  -4.95  -2.34  -0.31  -0.120
C  -4.15  -3.65  -0.46  -0.148
C  -2.70  -3.39  -0.09  -0.039
H  -5.43  -1.96  -1.20  0.124
H  -5.66  -2.38  0.52  0.124
H  -4.14  -3.98  -1.50  0.109
H  -4.35  -4.48  0.21  0.113
H  -2.00  -3.58  -0.90  0.117
H  -2.38  -3.84  0.85  0.120
C  -2.54  -1.08  -4.38  -0.222
C  -1.16  -1.73  -4.07  -0.200
C  -0.12  -0.60  -3.96  -0.144
S  -1.01  0.73  -2.90  0.810
O  -0.89  2.02  -3.59  -0.340
O  -0.54  0.56  -1.52  -0.389
C  -2.69  -0.08  -3.26  -0.185
H  -3.30  -1.86  -4.36  0.110
H  -2.64  -0.68  -5.39  0.113
H  -0.90  -2.49  -4.81  0.115
H  -1.27  -2.31  -3.15  0.101
H  0.17  -0.10  -4.89  0.100
H  0.75  -0.90  -3.37  0.079
H  -3.42  0.71  -3.44  0.105
H  -2.94  -0.66  -2.37  0.085
C  -0.95  5.18  1.48  -0.246
C  -0.75  5.30  -0.01  -0.230
C  -0.33  3.94  -0.52  -0.190
S  -1.51  2.78  0.36  0.849
O  -0.81  1.54  0.87  -0.398
O  -2.67  2.63  -0.55  -0.339
C  -1.79  4.00  1.78  -0.183
H  -1.38  6.12  1.85  0.122
H  0.01  5.08  1.98  0.122
H  -0.03  6.10  -0.20  0.123
H  -1.70  5.49  -0.51  0.121
H  0.68  3.74  -0.14  0.087
H  -0.26  3.74  -1.59  0.103
H  -1.32  3.47  2.62  0.097
H  -2.84  3.99  2.09  0.110
C  2.84  -2.90  3.39  -0.158
C  1.51  -3.73  3.73  -0.192
C  0.34  -2.94  3.21  -0.239
S  0.69  -1.18  3.62  0.800
O  0.00  -0.97  4.92  -0.351
O  0.42  -0.40  2.40  -0.376
C  2.55  -1.44  3.82  -0.188
H  2.88  -2.81  2.30  0.084
H  3.77  -3.28  3.79  0.110
H  1.18  -3.77  4.77  0.105
H  1.53  -4.73  3.30  0.117
H  -0.61  -3.28  3.61  0.107
H  0.30  -3.00  2.12  0.084
H  2.86  -1.33  4.86  0.091
H  3.10  -0.68  3.27  0.085

Output
HOMO energy (alpha / beta) ... -7.49 / -7.08 eV
Multiplicity ... 5

=====

No. 2
Computed, not measured: 3 unconnected molecules or ions with the total composition C20H36N2O9P2 in a non-equilibrium geometry, with ωB97M-V with the def2-TZVPD basis set.

Last column: Löwdin charge in e.
Atoms and positions in Å:
O  1.13  -0.04  1.35  0.016
C  2.09  -0.57  2.19  -0.346
C  2.01  -1.96  2.47  -0.046
N  2.84  -2.58  3.26  0.144
C  3.84  -1.78  3.76  -0.222
C  4.81  -2.35  4.61  -0.025
C  5.83  -1.61  5.10  -0.080
C  5.94  -0.23  4.78  -0.073
C  5.00  0.33  3.97  -0.026
C  3.93  -0.42  3.44  -0.208
N  3.01  0.22  2.64  0.211
H  0.63  0.54  1.94  0.120
H  1.21  -2.54  2.02  0.118
H  4.70  -3.40  4.86  0.113
H  6.59  -2.05  5.74  0.103
H  6.74  0.37  5.19  0.103
H  5.07  1.38  3.71  0.113
O  0.79  4.57  -3.11  -0.216
P  1.08  3.44  -4.01  0.492
O  -0.28  2.57  -4.16  -0.197
C  -1.42  3.16  -4.79  -0.279
C  -1.22  3.33  -6.29  -0.082
O  1.95  2.45  -3.07  -0.230
C  2.44  2.83  -1.78  -0.269
C  1.51  2.34  -0.70  -0.078
O  1.79  3.00  -5.36  -0.196
C  2.82  2.00  -5.50  -0.252
C  2.26  0.61  -5.47  -0.068
H  -1.64  4.12  -4.32  0.112
H  -2.26  2.50  -4.60  0.116
H  -0.44  4.06  -6.50  0.070
H  -2.15  3.68  -6.75  0.078
H  -0.93  2.39  -6.74  0.078
H  2.59  3.91  -1.72  0.107
H  3.42  2.36  -1.66  0.119
H  0.49  2.71  -0.86  0.076
H  1.85  2.66  0.29  0.080
H  1.45  1.25  -0.71  0.060
H  3.62  2.15  -4.78  0.114
H  3.27  2.19  -6.48  0.119
H  1.77  0.39  -4.52  0.073
H  3.06  -0.12  -5.62  0.082
H  1.51  0.47  -6.25  0.080
O  -3.19  -0.28  3.32  -0.219
P  -3.07  -1.35  2.31  0.489
O  -3.65  -0.78  0.91  -0.190
C  -2.95  0.30  0.28  -0.266
C  -1.62  -0.13  -0.29  -0.070
O  -4.27  -2.37  2.72  -0.231
C  -5.01  -2.23  3.93  -0.279
C  -6.31  -1.49  3.68  -0.072
O  -2.12  -2.50  1.74  -0.201
C  -2.42  -3.90  1.66  -0.252
C  -3.33  -4.21  0.49  -0.067
H  -2.83  1.12  0.99  0.113
H  -3.60  0.66  -0.52  0.117
H  -0.93  -0.41  0.51  0.041
H  -1.16  0.68  -0.86  0.073
H  -1.74  -1.00  -0.94  0.086
H  -4.42  -1.74  4.71  0.106
H  -5.23  -3.24  4.28  0.117
H  -6.12  -0.51  3.23  0.077
H  -6.86  -1.34  4.61  0.077
H  -6.93  -2.05  2.98  0.076
H  -2.81  -4.28  2.60  0.115
H  -1.46  -4.40  1.51  0.118
H  -4.29  -3.71  0.58  0.074
H  -3.50  -5.29  0.44  0.082
H  -2.88  -3.89  -0.44  0.081

Output
HOMO energy ... -9.26 eV